# 1
67
Properties=species:S:1:pos:R:3:forces:R:3:lowdin_charge:R:1 method="wB97M-V/def2-TZVPD" homo_energy_ev=-8.29 de_lowest_kcal_mol=16.8 orbital_gap_ev=9.082 total_energy_ev=-38143.144 smiles="CCCO[C@@H]1CCCN(C(=O)c2ccc(OC3CCN(Cc4ccccn4)CC3)cc2)C1"
O -0.48149 -2.54519 -0.94422 0.1 -0.1 0.2 -0.01
O 0.15644 4.21864 3.39659 0.2 0.0 -0.2 -0.11
O 0.51158 0.75590 4.37324 -0.2 -0.2 0.2 0.06
N 1.88893 1.89112 2.99684 0.2 0.1 0.1 -0.03
N -2.47339 -2.42788 -4.67478 0.0 0.0 -0.1 -0.17
N 0.66434 -2.94001 -5.17095 -0.1 0.4 -0.2 0.10
C -0.98048 -1.31604 -2.99791 -0.2 -0.1 0.2 -0.11
C -0.63437 3.86691 4.51787 -0.1 0.1 0.3 -0.21
C -1.54567 4.49050 6.77221 0.2 0.1 -0.1 -0.11
C 2.43144 2.19286 1.69411 -0.1 0.1 -0.5 -0.14
C -0.81757 -0.42039 0.22661 -0.2 -0.2 -0.3 -0.01
C 0.98714 0.91880 3.26202 0.1 -0.2 -0.1 -0.42
C 1.93925 -4.90809 -4.74134 -0.1 -0.1 0.0 -0.06
C 2.16367 2.90050 3.99139 -0.4 0.2 0.3 -0.08
C 1.79716 -3.53320 -4.84018 0.3 -0.1 0.1 -0.14
C 0.85233 -2.01538 0.88609 -0.1 0.0 -0.2 0.01
C -1.68500 -2.96210 -5.76970 -0.2 0.0 0.0 -0.13
C -0.41883 0.40397 1.26477 0.3 0.0 0.2 -0.02
C -1.48583 -2.26443 -1.90896 -0.1 0.0 -0.5 -0.33
C 1.55808 4.24992 3.55871 0.5 0.1 0.0 -0.32
C -2.89427 -3.37170 -3.66453 0.0 -0.1 0.1 -0.17
C 0.83114 -5.69619 -5.01066 0.0 0.1 0.0 -0.06
C 1.24265 -1.19077 1.91856 -0.1 0.2 0.0 -0.02
C 1.86610 3.51892 1.18243 0.2 0.0 0.1 -0.16
C -0.18209 -1.64182 0.02343 0.2 0.0 0.2 -0.25
C -0.48913 4.80173 5.72030 0.0 -0.2 -0.3 -0.24
C -1.87222 -3.60027 -2.54201 0.0 0.3 0.1 -0.10
C 2.13752 4.63253 2.19149 -0.4 -0.1 0.1 -0.13
C -2.04434 -1.17608 -4.09355 0.1 0.1 0.1 -0.17
C -0.40505 -3.68748 -5.41723 -0.1 -0.3 -0.2 -0.28
C -0.35859 -5.07865 -5.35595 0.1 0.1 0.0 -0.04
C 0.61656 0.03607 2.11094 -0.3 -0.1 0.0 -0.17
H 3.52251 2.26978 1.78841 0.0 0.0 0.0 0.13
H -2.54418 4.64097 6.36840 -0.1 0.0 0.0 0.07
H -3.81590 -2.97646 -3.21927 0.0 -0.1 0.0 0.12
H -0.75170 -0.33500 -2.57876 0.0 0.0 0.0 0.11
H 1.74484 2.55927 4.93894 0.1 0.1 -0.1 0.12
H -0.06555 -1.72500 -3.42786 -0.1 0.1 0.1 0.10
H -1.24027 -5.66256 -5.57466 -0.1 0.0 0.0 0.11
H 2.31389 3.76268 0.21828 0.0 0.0 -0.1 0.11
H 3.24665 3.02196 4.10264 0.0 0.0 0.0 0.14
H 2.19714 1.38043 1.00511 0.1 0.1 0.1 0.12
H -1.62750 -0.09815 -0.40849 -0.1 0.0 -0.1 0.11
H -0.59100 5.83553 5.38150 0.1 0.0 0.0 0.12
H -1.43538 -2.12321 -6.42332 0.0 -0.1 0.0 0.12
H 0.78814 3.42115 1.05391 0.0 0.0 -0.1 0.11
H 1.33029 -2.96867 0.72389 0.1 -0.1 0.0 0.12
H -1.42267 5.13655 7.63822 -0.1 0.0 0.1 0.07
H -0.96855 -4.06963 -2.93111 0.0 0.0 0.0 0.11
H -1.46017 3.45606 7.09670 -0.1 -0.1 0.1 0.08
H -0.44652 2.83009 4.82412 0.0 0.1 -0.1 0.11
H -0.92356 1.34667 1.41937 -0.1 0.1 0.0 0.12
H 0.50212 4.68592 6.16423 0.0 0.1 0.0 0.10
H 0.89384 -6.77359 -4.95333 0.0 -0.1 0.0 0.11
H 1.84104 5.01117 4.30409 0.0 -0.1 -0.1 0.14
H -3.13432 -4.32028 -4.14846 -0.1 0.0 0.0 0.12
H -2.93729 -0.70420 -3.66317 0.0 0.1 0.0 0.12
H -2.33453 -3.65126 -6.32143 0.1 0.0 0.0 0.12
H 2.88559 -5.34708 -4.46698 0.1 0.0 0.0 0.10
H 1.67107 5.55900 1.85641 0.1 0.1 0.0 0.12
H 3.21164 4.79906 2.29386 0.1 0.0 0.0 0.12
H -1.66917 -0.53177 -4.88972 -0.1 0.0 0.0 0.12
H 2.62944 -2.86802 -4.64700 0.1 0.0 0.0 0.11
H -2.37173 -1.83638 -1.41528 0.1 0.0 0.0 0.15
H 2.03825 -1.49500 2.58236 0.1 -0.1 0.1 0.12
H -1.65741 3.92628 4.13492 0.0 -0.1 0.1 0.13
H -2.29505 -4.25901 -1.78215 0.0 0.0 0.0 0.12

# 2
28
Properties=species:S:1:pos:R:3:forces:R:3:lowdin_charge:R:1 method="wB97M-V/def2-TZVPD" homo_energy_ev=-9.63 de_lowest_kcal_mol=14.4 orbital_gap_ev=9.920 total_energy_ev=-29491.997 smiles="C[C@@H](O)[C@H](N)C(=O)N[C@@H](CS)C(=O)O"
S -0.74134 -2.33881 -2.89340 -0.2 -0.3 1.1 0.72
O -1.33225 0.61479 -1.18877 0.1 0.0 0.3 0.05
O 1.29566 3.61216 0.78327 0.1 -0.3 -0.3 -0.04
O -1.40039 -3.29136 1.71097 2.4 0.5 2.2 0.16
O 0.51913 -2.19607 1.97404 -1.5 -0.1 -1.1 0.12
N 0.23311 -0.76674 -0.29793 0.5 -0.9 0.9 0.10
N 0.76394 2.54511 -1.61111 -2.0 0.8 0.6 0.06
C -0.68406 -1.87491 -0.08703 -0.8 1.3 -1.3 -0.31
C -0.46681 -2.41859 1.28974 1.5 -0.6 1.5 -0.45
C 0.47746 2.46865 0.80338 -0.7 -0.7 0.6 -0.41
C 0.70683 1.66669 2.11786 1.0 2.1 -0.9 -0.01
C 0.74158 1.64426 -0.46843 -0.6 -0.3 -0.5 -0.28
C -0.52003 -2.98207 -1.15336 -0.9 1.4 -0.7 -0.44
C -0.23691 0.46474 -0.67498 0.5 0.3 0.2 -0.42
H 1.79252 1.37651 2.15990 -1.1 0.3 0.3 0.11
H -1.69941 -1.40722 -0.17668 0.5 -0.6 0.2 0.16
H -1.77886 -1.53429 -2.57883 0.2 -0.1 -0.1 -0.14
H -0.22952 2.73946 -1.90295 1.5 -0.4 0.1 0.12
H 0.06707 0.83985 2.17146 -0.7 -1.5 -0.1 0.04
H 0.36996 2.32065 2.93811 0.7 -0.2 -0.1 0.09
H 1.32906 3.80532 -0.17580 0.2 0.3 0.3 0.07
H 0.45946 -3.34911 -1.10560 1.6 -0.5 0.0 0.06
H 1.32627 2.20475 -2.35790 0.1 -0.3 -0.6 0.08
H -1.14813 -3.82520 -0.96318 -0.7 -0.4 0.0 0.06
H -2.04503 -3.37827 1.07279 -2.5 -0.4 -2.2 0.07
H 1.70760 1.22140 -0.40318 1.3 -0.5 0.3 0.13
H -0.58060 2.78206 0.73225 0.1 -0.1 0.2 0.15
H 1.07369 -0.94376 0.28535 -0.6 1.1 -0.6 0.16

# 3
12
Properties=species:S:1:pos:R:3:forces:R:3:lowdin_charge:R:1 method="wB97M-V/def2-TZVPD" homo_energy_ev=-8.11 de_lowest_kcal_mol=50.9 orbital_gap_ev=8.579 total_energy_ev=-12296.789 smiles=Nc1nc(O)oc1O
O 1.56270 -0.13271 1.42932 2.6 0.4 1.3 0.10
O -0.49587 -1.06644 0.98662 -0.1 -0.1 0.3 0.13
O -2.43679 -1.84242 -0.02510 1.4 2.9 -0.6 0.10
N -1.17547 0.05179 -0.83658 0.8 1.1 -0.5 0.19
N 1.08963 1.42085 -0.99532 -0.4 1.8 -1.8 0.03
C 0.53717 -0.26462 0.63112 -1.6 2.3 -2.8 -0.36
C -1.49679 -0.79780 0.04171 0.7 -2.2 -0.4 -0.40
C 0.15456 0.46625 -0.49086 0.6 -0.8 2.0 -0.29
H -2.34002 -2.15086 0.85719 -0.5 -1.2 1.4 0.08
H 1.00170 2.49068 -0.75247 -0.4 -3.0 -0.6 0.13
H 1.26398 1.31359 -2.04243 -0.4 0.4 2.1 0.10
H 2.33519 0.51168 1.19681 -2.8 -1.6 -0.3 0.19

# 4
29
Properties=species:S:1:pos:R:3:forces:R:3:lowdin_charge:R:1 method="wB97M-V/def2-TZVPD" homo_energy_ev=-7.49 de_lowest_kcal_mol=19.2 orbital_gap_ev=7.902 total_energy_ev=-21875.368
P -0.29817 0.05234 0.24963 -0.8 -0.8 0.7 0.89
N 0.54396 1.04886 -0.54722 1.9 1.2 -0.3 -0.27
N -1.79382 0.43805 -0.30723 -0.9 0.4 -0.3 -0.28
C -3.77630 1.20304 0.95511 1.5 -2.7 1.8 -0.07
C 2.66556 -0.17306 1.18105 0.7 -0.6 0.0 -0.17
C -3.04798 -0.00522 0.41441 2.3 -0.2 -2.3 -0.51
C 2.88297 1.01247 0.37556 -2.7 1.0 -1.0 -0.36
C 1.86768 1.49376 -0.43017 1.2 0.7 -0.6 -0.22
C -4.00399 -0.72658 -0.57711 0.9 -1.2 -0.2 -0.07
C 4.24673 1.52088 0.55952 1.5 2.0 -0.8 -0.09
C 2.36183 -1.65531 -0.86306 1.4 0.9 0.4 -0.11
C 2.53264 -1.35917 0.61868 -0.5 -1.0 -0.9 -0.20
H 4.96550 0.82982 0.08094 -0.1 0.0 0.7 0.08
H -4.94944 -0.19819 -0.51035 -0.4 -0.5 -0.2 0.05
H -3.68304 -0.74433 -1.66350 -0.1 0.3 1.4 0.09
H -3.15623 1.62699 1.75289 -0.6 0.3 -0.1 0.09
H 1.32694 -1.93910 -1.03307 -0.1 -0.3 -0.3 0.04
H 2.52697 -2.23544 1.25603 0.0 -0.1 0.1 0.10
H -2.60409 -0.67901 1.17444 -0.8 0.2 -0.1 0.10
H -3.83024 1.78231 0.09915 -1.0 1.8 -1.2 0.06
H -4.64836 0.64768 1.27911 -0.9 1.3 0.5 0.08
H -4.06435 -1.80320 -0.25948 -0.5 1.0 -0.4 0.08
H -1.78676 1.19891 -1.03393 -0.4 -1.0 1.1 0.11
H 2.99523 -0.20438 2.20934 -0.3 0.4 0.4 0.11
H 3.07897 -2.49062 -1.07343 -0.9 0.6 -0.3 0.08
H 4.46811 2.49562 -0.00998 -0.6 -1.1 1.1 0.10
H 4.45528 1.63742 1.66496 0.1 -0.1 -1.3 0.10
H 2.61422 -0.73120 -1.48440 -0.4 -1.4 0.7 0.09
H 2.01999 2.35956 -1.17275 0.3 -1.2 1.4 0.12

# 5
90
Properties=species:S:1:pos:R:3:forces:R:3:lowdin_charge:R:1 method="wB97M-V/def2-TZVPD" homo_energy_ev=-10.86 de_lowest_kcal_mol=30.5 orbital_gap_ev=8.938 total_energy_ev=-62983.837 charge=+1
Cs 0.20767 0.01761 0.26962 -0.5 -0.3 0.1 0.99
S -0.35487 4.33921 0.44558 0.2 1.4 1.7 0.89
O -0.23584 -0.41333 3.75550 -0.5 0.4 0.7 -0.18
O 2.70385 1.52874 0.22100 0.3 1.1 0.2 -0.04
O -0.22628 2.97782 -0.07616 0.0 -1.5 -0.8 -0.64
O 2.02361 -1.40959 2.45662 0.7 0.1 -1.0 -0.31
O 4.06955 0.57249 -1.19095 0.7 -0.2 0.4 0.06
O -2.76634 0.40935 2.44965 -0.4 0.4 0.1 -0.22
N -0.70477 -3.40276 0.81229 -0.6 2.4 -0.4 0.10
N -1.82345 -2.23238 -1.47398 0.2 -1.9 0.6 -0.13
N 5.71514 2.48629 -1.44976 1.4 0.8 -0.5 0.00
N 0.93331 -2.00856 -2.09931 1.3 0.2 0.2 0.07
N -1.14612 0.48657 -2.73402 0.7 -0.7 -1.1 0.10
C -0.30971 1.16128 -3.55328 -0.5 2.4 4.2 -0.17
C 4.43991 2.88504 -0.86768 0.4 -0.1 1.4 -0.14
C -0.27558 1.02446 -4.86949 1.1 -0.3 -4.4 -0.10
C -2.18861 -4.61714 2.80918 1.3 0.3 1.1 -0.08
C -1.15417 0.64207 4.15820 2.5 -0.1 -0.3 -0.17
C -1.67591 -0.91053 -4.62611 0.4 0.6 -2.1 -0.02
C -2.78249 -4.24187 1.64401 -0.3 1.9 -1.0 -0.03
C 1.31268 6.36222 -0.15029 0.3 1.6 -0.2 -0.16
C 0.94438 -4.05341 -3.35055 2.0 2.3 0.9 0.01
C -0.11907 -3.67146 1.95916 -0.4 -2.5 1.6 -0.12
C -4.10004 0.07897 2.06697 0.0 0.5 0.4 -0.08
C -0.81592 -4.37844 2.98301 0.8 0.7 -0.2 -0.04
C -2.73320 -2.87461 -0.46658 -0.2 1.0 -0.8 -0.14
C -2.81731 4.12072 1.65588 -1.7 -0.4 -1.3 -0.13
C 3.65155 1.65054 -0.51010 -0.7 -1.6 -0.8 -0.52
C 2.29656 -3.83324 -3.72099 -1.9 -0.1 -0.6 -0.04
C -1.83149 -0.52928 -3.31662 1.2 -0.3 1.2 -0.29
C 2.85353 -2.62768 -3.36102 1.5 0.5 0.3 -0.10
C 0.27275 5.50634 -0.76842 -1.6 0.2 -0.9 -0.39
C -0.83030 -0.10772 -5.44565 -1.8 -0.8 0.6 -0.03
C -1.08094 -3.35654 -2.10004 -1.0 0.2 0.9 -0.15
C 1.06566 -0.24970 4.31719 -0.8 0.3 0.1 -0.19
C -2.09781 4.72902 0.42633 -1.2 -1.3 -0.7 -0.40
C 1.90032 -1.41989 3.84479 0.3 0.6 0.7 -0.22
C -2.58944 -1.41552 -2.38458 -2.3 0.1 0.7 -0.17
C 3.38453 -1.44395 1.98520 -0.7 -0.5 0.4 -0.06
C 2.26034 -1.81405 -2.43254 -2.8 -0.3 -0.4 -0.11
C 0.27302 -3.07975 -2.56265 3.3 0.6 -0.5 -0.27
C -2.54001 0.28716 3.85172 -1.1 0.6 -0.9 -0.21
C -2.03981 -3.45588 0.70949 0.5 -2.9 0.9 -0.25
H 5.00953 0.78383 -1.41128 -0.2 0.0 -0.5 0.10
H -0.83522 1.51518 3.53320 -0.5 -0.1 0.8 0.14
H -4.32751 0.65123 1.17650 -0.1 0.1 -0.2 0.09
H -3.85409 -4.37763 1.54563 0.0 0.1 -0.2 0.12
H 0.29359 2.02846 -3.09592 -1.1 -1.4 -0.4 0.13
H 1.42790 -2.35749 4.15190 0.0 0.0 0.2 0.12
H 1.79784 5.95876 0.71781 0.1 -0.2 0.5 0.06
H -0.25702 -4.72339 3.87795 -0.6 0.5 -0.6 0.11
H 3.92921 -0.61368 2.44522 0.2 0.0 -0.3 0.09
H 0.43240 -4.93013 -3.51182 -0.9 -2.0 -0.8 0.08
H 0.65946 4.88763 -1.55929 0.1 -0.4 -0.4 0.08
H -2.79048 -0.72106 4.12164 -0.1 -0.6 0.6 0.13
H -4.13448 -0.96225 1.81450 -0.2 -0.8 0.0 0.06
H 2.88164 -1.31210 4.32795 -0.1 -0.3 0.0 0.13
H -4.89144 0.30157 2.82372 0.8 0.0 -0.3 0.11
H -2.42767 4.10613 -0.42675 0.0 0.5 -0.1 0.10
H -2.49738 4.62663 2.53116 0.3 0.1 1.1 0.05
H 0.95410 -3.46607 2.07798 -0.5 -0.1 -0.3 0.10
H 3.32278 -1.35709 0.89521 0.2 0.1 0.3 0.08
H 6.56010 2.72689 -0.89442 -1.1 -0.2 -0.4 0.11
H 2.78344 -0.94637 -2.03662 -0.4 -0.2 0.0 0.08
H 2.88426 -4.47618 -4.38304 -0.5 -0.1 0.3 0.11
H -3.16875 1.02070 4.38644 -0.1 -0.4 -0.1 0.14
H 0.20195 1.77375 -5.55084 -0.1 -0.8 1.0 0.13
H -2.80352 -4.89671 3.65948 0.2 -0.7 -0.2 0.11
H -1.58904 -3.82575 -2.93697 -0.8 -0.1 -0.2 0.13
H -0.96730 -4.11939 -1.31671 -0.1 0.1 -0.4 0.12
H 1.46663 0.75640 4.06479 0.1 -0.6 -0.3 0.14
H -3.44956 -2.16973 -0.01865 0.4 0.5 -0.4 0.11
H 4.49972 3.38676 0.10893 0.3 0.5 -0.5 0.14
H 3.88935 3.46712 -1.58330 -0.5 0.4 0.0 0.13
H 0.86509 7.32779 0.04969 -0.1 0.2 0.8 0.08
H -2.71356 2.99956 1.70674 0.4 1.2 0.1 0.07
H 3.85988 -2.40797 2.26870 -0.2 0.5 -0.2 0.10
H -2.31206 5.77927 0.18356 0.2 -0.3 0.5 0.10
H -3.37792 -2.03427 -2.95764 0.9 0.8 0.6 0.15
H -0.74831 -0.35317 -6.50108 0.1 0.3 0.1 0.11
H -3.10046 -0.76745 -1.64455 -0.3 0.0 -0.8 0.12
H -1.04222 0.83882 5.24950 0.0 0.0 -0.7 0.14
H 1.01832 -0.24123 5.42106 -0.1 -0.3 -0.2 0.13
H 5.83807 2.91520 -2.38223 0.0 -0.4 0.9 0.11
H 2.06442 6.66486 -0.85289 0.6 -0.3 -0.6 0.07
H -3.95205 4.27688 1.56110 1.6 0.0 0.1 0.10
H -0.56074 6.14421 -1.18719 0.8 -0.9 0.3 0.11
H -3.42268 -3.59592 -0.92681 0.2 -0.3 -0.2 0.14
H 3.81422 -2.28857 -3.74377 0.1 -0.5 0.1 0.11
H -2.29930 -1.71263 -5.08924 0.8 0.5 0.7 0.13